{
  "formula": "C31H40BBr51F9N2O5P2S",
  "method": "ωB97M-V/def2-TZVPD",
  "total_energy_ha": -134969.353522,
  "charge": 1,
  "orbital_gap_ev": 7.418,
  "elements": ["C", "B", "O", "C", "N", "P", "S", "C", "P", "N", "C", "C", "C", "O", "F", "O", "C", "O", "C", "C", "O", "C", "C", "F", "F", "C", "F", "F", "C", "F", "F", "C", "F", "F", "H", "H", "H", "H", "H", "H", "H", "H", "H", "H", "H", "H", "H", "H", "H", "H", "H", "H", "H", "H", "H", "H", "H", "C", "Br", "Br", "Br", "H", "C", "Br", "Br", "Br", "H", "C", "Br", "Br", "Br", "H", "C", "Br", "Br", "Br", "H", "C", "Br", "Br", "Br", "H", "C", "Br", "Br", "Br", "H", "C", "Br", "Br", "Br", "H", "C", "Br", "Br", "Br", "H", "C", "Br", "Br", "Br", "H", "C", "Br", "Br", "Br", "H", "C", "Br", "Br", "Br", "H", "C", "Br", "Br", "Br", "H", "C", "Br", "Br", "Br", "H", "C", "Br", "Br", "Br", "H", "C", "Br", "Br", "Br", "H", "C", "Br", "Br", "Br", "H", "C", "Br", "Br", "Br", "H"],
  "xyz": [[4.828, 1.142, -2.646], [3.681, 0.187, -3.339], [3.931, -0.328, -4.725], [2.260, -0.260, -2.571], [2.559, -1.122, -1.364], [2.029, -2.792, -1.700], [0.184, -3.183, -1.203], [2.070, -0.550, -0.047], [3.266, -1.276, 1.308], [2.796, -2.774, 1.737], [2.316, 1.069, -0.107], [1.850, 1.681, 1.377], [1.221, 3.205, 1.159], [-0.104, 3.441, 1.239], [2.116, 4.377, 0.833], [1.519, 1.792, -1.105], [1.239, 0.990, -2.303], [1.414, 1.921, -3.467], [-0.356, 0.510, -2.177], [-1.377, 1.375, -3.124], [-2.808, 1.203, -2.812], [-3.237, 2.146, -1.768], [-4.890, 2.196, -1.554], [-5.575, 2.541, -2.821], [-5.116, 3.373, -0.633], [-5.491, 0.890, -0.768], [-6.678, 1.314, 0.064], [-4.442, 0.500, 0.247], [-5.787, -0.419, -1.708], [-6.688, -0.179, -2.858], [-4.583, -1.124, -2.203], [-6.585, -1.522, -0.736], [-7.030, -2.640, -1.650], [-5.706, -2.155, 0.274], [5.610, 1.498, -3.441], [4.295, 2.025, -2.092], [5.430, 0.540, -1.817], [4.944, -0.420, -4.799], [1.715, -0.974, -3.357], [3.621, -1.158, -1.286], [2.297, -3.070, -3.108], [2.924, -3.662, -0.924], [0.952, -0.782, 0.208], [3.341, -0.403, 2.479], [4.575, -1.381, 0.689], [1.919, -2.966, 1.185], [3.480, 1.316, -0.191], [0.975, 0.992, 1.795], [2.753, 1.705, 2.132], [1.141, 1.468, -4.319], [-0.657, 0.684, -1.039], [-0.414, -0.637, -2.436], [-1.092, 2.507, -3.040], [-1.192, 1.070, -4.262], [-2.957, 3.234, -2.172], [-2.652, 2.041, -0.745], [-7.593, -1.079, -0.293], [1.286, 5.881, -4.209], [-0.437, 6.462, -4.901], [1.228, 5.573, -2.289], [1.968, 4.334, -5.170], [1.992, 6.701, -4.380], [-3.055, -6.208, -1.027], [-4.087, -6.748, 0.531], [-2.893, -4.274, -1.153], [-1.319, -7.084, -1.084], [-3.610, -6.541, -1.910], [-3.052, -9.993, 2.859], [-3.636, -11.827, 2.576], [-3.546, -9.340, 4.623], [-1.149, -9.779, 2.515], [-3.581, -9.372, 2.128], [-2.053, 2.732, 4.649], [-3.055, 2.602, 2.986], [-3.180, 2.408, 6.201], [-0.485, 1.581, 4.640], [-1.692, 3.763, 4.725], [-1.395, 5.392, 9.064], [-0.999, 3.509, 9.354], [-1.658, 5.794, 7.179], [-2.895, 5.992, 10.148], [-0.517, 5.957, 9.392], [5.345, -5.106, 3.588], [4.313, -5.646, 5.145], [5.507, -3.171, 3.461], [7.081, -5.982, 3.530], [4.790, -5.439, 2.705], [5.486, -9.816, 4.146], [3.763, -9.235, 3.454], [5.428, -10.124, 6.066], [6.168, -11.363, 3.184], [6.192, -8.996, 3.975], [10.280, -7.530, 0.751], [10.431, -7.344, 2.681], [8.476, -8.016, 0.210], [10.913, -5.944, -0.181], [10.936, -8.357, 0.457], [-6.599, 6.201, -3.972], [-7.771, 4.943, -4.883], [-7.195, 6.560, -2.156], [-4.741, 5.628, -4.024], [-6.657, 7.147, -4.521], [-11.517, 7.223, -1.733], [-13.435, 7.312, -1.420], [-11.006, 5.574, -2.630], [-10.863, 8.793, -2.677], [-11.033, 7.216, -0.751], [5.806, 3.754, 1.275], [5.222, 1.920, 0.992], [5.312, 4.407, 3.040], [7.709, 3.968, 0.931], [5.277, 4.375, 0.544], [1.177, -4.855, 7.430], [0.995, -3.460, 6.086], [1.044, -4.143, 9.236], [-0.075, -6.314, 7.133], [2.184, -5.272, 7.325], [9.776, -1.631, 0.516], [9.989, -2.145, -1.348], [8.004, -2.067, 1.189], [11.180, -2.377, 1.638], [9.876, -0.542, 0.561], [-6.738, -6.073, -2.465], [-6.022, -7.881, -2.501], [-5.583, -4.818, -3.401], [-8.566, -6.005, -3.126], [-6.765, -5.760, -1.416], [-7.856, 6.643, 2.064], [-9.579, 7.223, 1.372], [-7.914, 6.334, 3.984], [-7.174, 5.096, 1.103], [-7.150, 7.462, 1.893], [-7.041, 10.536, -3.903], [-8.213, 9.279, -4.814], [-7.637, 10.895, -2.086], [-5.183, 9.963, -3.955], [-7.099, 11.482, -4.451], [11.293, 0.056, -5.032], [11.938, 0.828, -3.367], [12.198, -1.614, -5.454], [9.358, -0.149, -5.033], [11.540, 0.764, -5.830]],
  "atomic_forces_ev_per_a": [[0.107, -0.557, 0.556], [1.264, 0.298, -2.367], [1.135, 0.443, 4.105], [-1.241, 0.504, -2.669], [1.709, 0.556, 0.143], [-1.777, -3.647, 0.482], [1.169, 0.626, -0.356], [0.288, 2.490, 1.175], [-1.634, -3.186, 1.116], [-0.698, 1.915, -1.825], [0.154, 0.619, 1.378], [-0.275, 0.424, -0.540], [-7.142, 1.913, 0.156], [10.106, -1.589, -0.649], [-2.225, -3.914, 1.011], [1.247, -2.438, -0.868], [-1.567, 0.396, -0.806], [-0.010, -2.427, 1.320], [0.000, -0.247, 0.505], [0.855, 0.595, -0.642], [1.124, 0.785, 1.249], [0.380, 1.909, -0.511], [0.361, 2.361, 0.006], [1.903, -1.507, 4.049], [0.651, -3.450, -2.630], [0.514, 1.180, 1.905], [3.573, -1.812, -3.012], [-3.243, 1.020, -3.189], [-0.848, -2.965, -0.497], [3.044, -0.243, 3.719], [-3.399, 2.780, 1.444], [-0.503, -2.328, -0.901], [1.433, 3.171, 2.626], [-2.574, 2.225, -3.101], [-1.539, -0.486, 1.620], [1.167, -1.433, -1.168], [-1.075, 1.226, -1.538], [-2.262, 0.574, -0.209], [0.834, 1.676, 1.672], [-1.268, 0.151, 0.050], [0.367, 0.824, 1.084], [-0.156, 1.274, -0.791], [2.145, 0.030, -0.780], [0.277, -0.158, -1.303], [-0.498, 1.004, 0.192], [0.788, -0.047, 0.946], [-2.896, -0.748, -0.440], [1.681, 1.935, -0.757], [-1.923, 0.148, -1.617], [0.223, 0.575, 1.471], [0.600, -0.504, -2.435], [-0.127, 2.288, 0.588], [-0.506, -2.002, -0.090], [-0.780, 0.526, 2.507], [-0.913, -2.095, 0.955], [-1.594, -0.149, -1.936], [2.515, -1.020, -0.602], [0.029, 0.252, 0.003], [0.431, -0.246, 0.215], [-0.024, -0.034, -0.442], [-0.095, 0.568, 0.007], [-0.308, -0.398, 0.060], [-0.017, -0.085, -0.137], [0.321, 0.248, -0.311], [-0.100, -0.466, 0.273], [-0.414, 0.235, 0.077], [0.197, 0.157, 0.347], [-0.148, 0.091, -0.151], [0.194, 0.480, 0.112], [0.160, -0.183, -0.433], [-0.454, -0.067, 0.115], [0.266, -0.276, 0.315], [-0.216, 0.327, 0.039], [0.207, -0.046, 0.420], [0.342, -0.052, -0.543], [-0.264, 0.141, 0.032], [-0.109, -0.469, -0.017], [0.157, 0.059, 0.203], [-0.127, 0.471, -0.091], [0.045, -0.020, 0.395], [0.382, -0.203, -0.357], [-0.411, -0.257, -0.179], [-0.258, -0.291, -0.169], [0.371, 0.185, -0.410], [0.261, -0.308, 0.314], [-0.427, 0.303, 0.005], [0.198, 0.190, 0.396], [0.231, 0.132, 0.013], [0.371, -0.162, 0.149], [-0.037, 0.070, -0.532], [-0.222, 0.389, 0.256], [-0.324, -0.337, 0.069], [0.146, -0.152, -0.113], [-0.076, 0.000, -0.450], [0.413, 0.152, 0.169], [-0.234, -0.359, 0.274], [-0.309, 0.371, 0.151], [-0.123, 0.202, -0.028], [0.343, 0.299, 0.267], [0.236, -0.150, -0.589], [-0.337, 0.126, 0.026], [0.082, -0.465, 0.243], [-0.012, 0.019, 0.160], [0.457, -0.031, -0.110], [-0.158, 0.464, 0.212], [-0.322, -0.538, 0.356], [-0.236, -0.031, -0.575], [0.199, 0.765, 0.104], [1.083, 0.403, 0.472], [0.126, -0.342, -0.548], [-0.599, -0.186, 0.117], [0.155, -0.363, 0.291], [0.154, -0.131, 0.043], [-0.005, -0.313, 0.307], [-0.002, -0.168, -0.499], [0.311, 0.424, 0.053], [-0.454, 0.211, 0.053], [0.236, 0.276, -0.038], [-0.089, 0.067, 0.439], [0.368, -0.029, -0.103], [-0.483, 0.173, -0.326], [-0.053, -0.497, -0.028], [-0.156, 0.157, 0.192], [-0.214, 0.359, -0.133], [-0.356, -0.504, -0.014], [0.543, -0.042, 0.142], [0.038, -0.121, -0.442], [0.274, 0.047, 0.013], [0.423, -0.135, 0.300], [-0.042, 0.061, -0.519], [-0.228, 0.359, 0.365], [-0.345, -0.359, 0.066], [-0.018, 0.252, -0.055], [0.394, 0.426, 0.054], [0.178, -0.159, -0.471], [-0.465, 0.020, 0.041], [0.025, -0.446, 0.246], [0.279, 0.115, -0.137], [-0.199, -0.227, -0.421], [-0.318, 0.444, 0.189], [0.374, -0.001, 0.039], [-0.153, -0.322, 0.365]]
}